1.
ORCA calculation (the ωB97M-V functional and the def2-TZVPD basis) on C3H5NO in the gas phase in a non-equilibrium geometry.

Computed properties:
charge: 0
max |F|: 0.06780 hartree/bohr
energy: -6727.4337 eV
HOMO-LUMO gap: 11.686 eV
energy above the lowest of the compared OMol25 structures with the same formula, charge and spin: 2.139 eV
structure (SMILES): COCC#N

Each line ends with the Mulliken charge.
Element x y z (Å)
C: -1.27 -0.70 -0.01  -0.534
O: -0.56 0.38 -0.72  -0.304
C: 0.52 0.91 0.05  -0.270
C: 1.73 -0.02 -0.12  0.253
N: 2.69 -0.64 -0.27  -0.374
H: -2.09 -0.34 0.86  0.221
H: -1.78 -1.18 -0.97  0.210
H: -0.51 -1.47 0.52  0.265
H: 0.37 1.22 1.09  0.287
H: 0.90 1.84 -0.42  0.246

2.
ORCA calculation (the ωB97M-V functional and the def2-TZVPD basis) on C3H5NO in the gas phase.

Computed properties:
charge: 0
max |F|: 0.00593 hartree/bohr
energy: -6724.4261 eV
HOMO-LUMO gap: 9.087 eV
energy above the lowest of the compared OMol25 structures with the same formula, charge and spin: 5.147 eV

Each line ends with the Mulliken charge.
Element x y z (Å)
C: -0.23 0.12 -0.58  -0.252
C: -0.43 -0.65 0.66  0.579
C: -0.38 0.75 0.73  -0.777
O: 1.35 0.41 -0.85  -0.496
N: -0.62 -1.78 1.21  -0.718
H: 1.45 1.13 -1.49  0.388
H: -0.49 -2.53 0.53  0.240
H: -0.75 0.13 -1.53  0.350
H: 1.12 0.86 0.21  0.425
H: -1.02 1.54 1.11  0.260

3.
ORCA calculation (the ωB97M-V functional and the def2-TZVPD basis) on C3H5NO in the gas phase in a non-equilibrium geometry.

Computed properties:
charge: 0
max |F|: 0.02507 hartree/bohr
energy: -6728.1651 eV
HOMO-LUMO gap: 11.582 eV
energy above the lowest of the compared OMol25 structures with the same formula, charge and spin: 1.408 eV
structure (SMILES): COCC#N

Each line ends with the Mulliken charge.
Element x y z (Å)
C: -0.85 0.87 0.30  -0.702
O: -0.81 -0.22 -0.60  -0.319
C: 0.47 -0.76 -0.79  -0.274
C: 1.09 -0.88 0.54  0.445
N: 1.27 -0.62 1.65  -0.505
H: -1.90 1.14 0.40  0.227
H: -0.27 1.72 -0.09  0.301
H: -0.46 0.60 1.29  0.315
H: 1.11 -0.12 -1.41  0.251
H: 0.35 -1.73 -1.30  0.260

4.
ORCA calculation (the ωB97M-V functional and the def2-TZVPD basis) on C3H5NO in the gas phase in a non-equilibrium geometry.

Computed properties:
charge: 0
max |F|: 0.13349 hartree/bohr
energy: -6726.3896 eV
HOMO-LUMO gap: 11.108 eV
energy above the lowest of the compared OMol25 structures with the same formula, charge and spin: 3.183 eV
structure (SMILES): O=CN1CC1

Each line ends with the Mulliken charge.
Element x y z (Å)
O: -2.08 0.00 -0.10  -0.514
C: -0.88 -0.19 0.28  0.170
N: 0.17 -0.10 -0.57  -0.233
C: 1.56 -0.57 0.03  -0.368
C: 1.03 0.85 0.14  -0.165
H: -0.40 -0.51 1.29  0.216
H: 1.32 -1.34 0.87  0.175
H: 2.23 -1.08 -0.53  0.264
H: 0.64 1.43 1.08  0.233
H: 1.43 1.59 -0.62  0.222

5.
ORCA calculation (the ωB97M-V functional and the def2-TZVPD basis) on C3H5NO in the gas phase in a non-equilibrium geometry.

Computed properties:
charge: 0
max |F|: 0.09423 hartree/bohr
energy: -6726.3210 eV
HOMO-LUMO gap: 10.532 eV
energy above the lowest of the compared OMol25 structures with the same formula, charge and spin: 3.252 eV
structure (SMILES): O=C[C@@H]1CN1

Each line ends with the Mulliken charge.
Element x y z (Å)
O: -2.60 -0.08 -0.08  -0.506
C: -1.37 0.12 0.08  -0.072
C: -0.18 -0.63 -0.29  -0.034
C: 1.07 -0.23 0.44  -0.019
N: 0.80 0.49 -0.69  -0.519
H: -1.07 1.23 0.46  0.088
H: -0.12 -1.47 -0.91  0.377
H: 1.28 0.31 1.46  0.278
H: 1.74 -1.10 -0.07  0.169
H: 0.45 1.37 -0.39  0.238

6.
ORCA calculation (the ωB97M-V functional and the def2-TZVPD basis) on C3H5NO in the gas phase in a non-equilibrium geometry.

Computed properties:
charge: 0
max |F|: 0.08920 hartree/bohr
energy: -6727.4343 eV
HOMO-LUMO gap: 10.873 eV
energy above the lowest of the compared OMol25 structures with the same formula, charge and spin: 2.138 eV
structure (SMILES): O=CN1CC1

Each line ends with the Mulliken charge.
Element x y z (Å)
O: 2.01 0.13 -0.12  -0.486
C: 1.14 0.99 -0.25  0.122
N: -0.27 0.67 -0.19  -0.380
C: -0.62 -0.28 0.81  -0.431
C: -0.66 -0.68 -0.62  -0.292
H: 1.31 2.04 -0.29  0.410
H: 0.15 -0.86 1.36  0.245
H: -1.45 -0.13 1.33  0.283
H: -1.70 -0.46 -1.06  0.223
H: 0.08 -1.42 -0.98  0.306

7.
ORCA calculation (the ωB97M-V functional and the def2-TZVPD basis) on C3H5NO in the gas phase in a non-equilibrium geometry.

Computed properties:
charge: 0
max |F|: 0.08116 hartree/bohr
energy: -6727.0673 eV
HOMO-LUMO gap: 10.544 eV
energy above the lowest of the compared OMol25 structures with the same formula, charge and spin: 2.505 eV
structure (SMILES): [H]/N=C\OC=C

Each line ends with the Mulliken charge.
Element x y z (Å)
H: 0.25 0.63 -1.74  0.292
N: -0.52 -0.02 -1.87  -0.521
C: -1.21 -0.25 -0.85  0.066
O: -1.30 0.20 0.40  -0.306
C: 0.00 0.15 1.07  -0.030
C: 1.25 0.03 0.65  -0.737
H: -1.89 -1.13 -0.83  0.343
H: -0.21 0.58 2.03  0.306
H: 2.04 0.46 1.25  0.228
H: 1.58 -0.65 -0.12  0.358

8.
ORCA calculation (the ωB97M-V functional and the def2-TZVPD basis) on C3H5NO in the gas phase in a non-equilibrium geometry.

Computed properties:
charge: 0
max |F|: 0.03841 hartree/bohr
energy: -6728.6163 eV
HOMO-LUMO gap: 9.084 eV
energy above the lowest of the compared OMol25 structures with the same formula, charge and spin: 0.956 eV
structure (SMILES): C=C(N)C=O

Each line ends with the Mulliken charge.
Element x y z (Å)
C: -0.49 1.26 0.08  -0.887
C: 0.06 0.04 0.09  0.737
N: 1.41 -0.19 0.28  -0.550
C: -0.85 -1.14 -0.11  -0.118
O: -2.05 -1.05 -0.38  -0.480
H: -1.56 1.40 -0.08  0.278
H: 0.10 2.16 0.23  0.252
H: 1.98 0.64 0.13  0.233
H: 1.76 -1.00 -0.22  0.240
H: -0.36 -2.12 -0.01  0.293

9.
ORCA calculation (the ωB97M-V functional and the def2-TZVPD basis) on C3H5NO in the gas phase in a non-equilibrium geometry.

Computed properties:
charge: 0
max |F|: 0.11278 hartree/bohr
energy: -6725.5798 eV
HOMO-LUMO gap: 10.855 eV
energy above the lowest of the compared OMol25 structures with the same formula, charge and spin: 3.993 eV
structure (SMILES): C=C[C@H]1NO1

Each line ends with the Mulliken charge.
Element x y z (Å)
C: 0.26 1.48 0.60  -0.641
C: -0.60 0.49 0.46  -0.438
C: -0.21 -0.81 -0.13  0.446
N: 0.38 -0.88 -1.36  -0.515
O: 1.02 -1.22 -0.14  -0.349
H: 0.01 2.43 1.15  0.263
H: 1.34 1.24 0.34  0.209
H: -1.49 0.60 1.00  0.331
H: -0.91 -1.62 0.04  0.432
H: 0.20 -1.73 -1.97  0.262

10.
ORCA calculation (the ωB97M-V functional and the def2-TZVPD basis) on a molecular structure, C3H5NO in a non-equilibrium geometry.

Computed properties:
spin multiplicity: 3
charge: 0
max |F|: 0.08939 hartree/bohr
energy: -6719.8093 eV
HOMO-LUMO gap (alpha / beta): 8.604 / 6.815 eV
energy above the lowest of the compared OMol25 structures with the same formula, charge and spin: 5.423 eV

Each line ends with the Mulliken charge.
Element x y z (Å)
C: 0.84 -1.47 0.42  0.043
C: 0.20 -0.33 0.08  -0.496
C: -1.62 0.98 -1.12  -0.676
N: 0.92 0.35 1.12  -0.053
O: 1.65 -0.83 1.44  -0.245
H: 1.02 -2.46 0.35  0.439
H: -1.86 0.62 -0.13  0.278
H: -0.78 1.69 -1.23  0.230
H: -1.65 0.18 -1.97  0.228
H: 1.26 1.28 1.03  0.251

11.
ORCA calculation (the ωB97M-V functional and the def2-TZVPD basis) on C3H5NO2 in the gas phase.

Computed properties:
charge: 0
max |F|: 0.00577 hartree/bohr
energy: -8773.6199 eV
HOMO-LUMO gap: 9.296 eV
energy above the lowest of the compared OMol25 structures with the same formula, charge and spin: 4.075 eV

Each line ends with the Mulliken charge.
Element x y z (Å)
N: -1.34 0.63 0.91  -0.369
C: -1.14 -0.35 -0.01  0.669
O: -2.00 -0.82 -0.75  -0.573
C: 0.14 -1.02 -0.19  -0.463
C: 1.14 -0.17 -0.89  -0.079
O: 1.54 0.21 0.44  -0.432
H: -0.58 1.03 1.43  0.209
H: -2.27 1.02 0.99  0.231
H: 1.75 -0.62 0.92  0.401
H: 1.93 -0.67 -1.45  0.215
H: 0.82 0.75 -1.40  0.191

12.
ORCA calculation (the ωB97M-V functional and the def2-TZVPD basis) on 3 unconnected molecules or ions with the total composition C3H5NO2 in a non-equilibrium geometry.

Computed properties:
charge: 0
max |F|: 0.02366 hartree/bohr
energy: -8773.7077 eV
HOMO-LUMO gap: 10.417 eV
energy above the lowest of the compared OMol25 structures with the same formula, charge and spin: 3.987 eV

Each line ends with the Mulliken charge.
Element x y z (Å)
N: 2.72 1.11 0.01  -0.163
C: 1.64 0.87 -0.37  -0.124
O: -0.99 1.94 0.71  -0.378
C: -1.61 0.97 0.38  -0.070
C: -0.39 -1.80 -0.37  -0.088
O: 0.79 -2.01 -0.40  -0.382
H: 3.65 1.31 0.32  0.285
H: -1.87 0.77 -0.68  0.236
H: -1.97 0.22 1.11  0.217
H: -1.00 -1.95 0.55  0.227
H: -0.95 -1.44 -1.26  0.242

13.
ORCA calculation (the ωB97M-V functional and the def2-TZVPD basis) on C3H5NO2 in the gas phase.

Computed properties:
charge: 0
max |F|: 0.01931 hartree/bohr
energy: -8772.9060 eV
HOMO-LUMO gap: 8.589 eV
energy above the lowest of the compared OMol25 structures with the same formula, charge and spin: 4.789 eV

Each line ends with the Mulliken charge.
Element x y z (Å)
O: 0.07 -0.21 2.05  -0.431
C: -0.32 -0.64 0.83  0.134
C: -0.16 1.29 -0.14  -0.618
O: 0.93 0.58 -0.66  -0.321
C: 0.40 -0.67 -0.46  0.516
N: 0.24 -1.60 -1.30  -0.684
H: 0.25 0.72 1.92  0.362
H: -0.85 -1.60 0.97  0.338
H: -0.95 1.47 -0.86  0.208
H: 0.22 2.24 0.30  0.233
H: 0.60 -1.30 -2.21  0.262

14.
ORCA calculation (the ωB97M-V functional and the def2-TZVPD basis) on C3H5NO2 in the gas phase.

Computed properties:
charge: 0
max |F|: 0.01254 hartree/bohr
energy: -8776.0508 eV
HOMO-LUMO gap: 9.534 eV
energy above the lowest of the compared OMol25 structures with the same formula, charge and spin: 1.644 eV
structure (SMILES): C=C(N)OC=O

Each line ends with the Mulliken charge.
Element x y z (Å)
C: -0.79 -0.75 0.64  -1.107
C: -0.31 0.33 0.02  0.797
N: -0.79 1.57 0.31  -0.453
O: 0.62 0.34 -1.00  -0.347
C: 1.48 -0.73 -1.03  0.103
O: 2.35 -0.82 -1.83  -0.439
H: -1.09 -0.64 1.68  0.246
H: -0.91 -1.72 0.17  0.369
H: -1.59 1.47 0.92  0.239
H: -0.23 2.41 0.36  0.221
H: 1.24 -1.46 -0.25  0.372

15.
ORCA calculation (the ωB97M-V functional and the def2-TZVPD basis) on C3H5NO2 in the gas phase in a non-equilibrium geometry.

Computed properties:
charge: 0
max |F|: 0.06617 hartree/bohr
energy: -8773.5850 eV
HOMO-LUMO gap: 10.387 eV
energy above the lowest of the compared OMol25 structures with the same formula, charge and spin: 4.110 eV
structure (SMILES): [H]/N=C/OCC=O

Each line ends with the Mulliken charge.
Element x y z (Å)
H: -1.89 -0.78 -1.50  0.287
N: -1.17 -0.36 -0.91  -0.504
C: -0.11 -1.07 -1.09  -0.085
O: 0.99 -0.80 -0.35  -0.258
C: 0.96 0.42 0.40  -0.266
C: -0.19 0.52 1.38  0.073
O: -0.58 1.57 1.82  -0.479
H: -0.28 -0.79 -2.16  0.345
H: 0.95 1.30 -0.27  0.272
H: 1.90 0.43 0.96  0.291
H: -0.59 -0.45 1.72  0.325

16.
ORCA calculation (the ωB97M-V functional and the def2-TZVPD basis) on C3H5NO2 in the gas phase in a non-equilibrium geometry.

Computed properties:
charge: 0
max |F|: 0.05231 hartree/bohr
energy: -8774.3269 eV
HOMO-LUMO gap: 11.111 eV
energy above the lowest of the compared OMol25 structures with the same formula, charge and spin: 3.368 eV
structure (SMILES): [H]/N=C1\OC[C@@H]1O

Each line ends with the Mulliken charge.
Element x y z (Å)
H: -2.52 -0.33 -1.29  0.272
N: -2.02 0.10 -0.52  -0.599
C: -0.81 -0.16 -0.36  0.311
O: 0.20 -1.19 -0.82  -0.382
C: 1.06 -0.79 0.29  -0.266
C: 0.35 0.55 0.20  0.131
O: 0.39 1.64 1.04  -0.540
H: 2.14 -0.71 0.13  0.251
H: 0.84 -1.45 1.13  0.249
H: 0.66 0.64 -0.87  0.243
H: -0.33 1.61 1.69  0.330

17.
ORCA calculation (the ωB97M-V functional and the def2-TZVPD basis) on C3H5NO2 in the gas phase in a non-equilibrium geometry.

Computed properties:
charge: 0
max |F|: 0.03940 hartree/bohr
energy: -8775.0308 eV
HOMO-LUMO gap: 9.894 eV
energy above the lowest of the compared OMol25 structures with the same formula, charge and spin: 2.664 eV

Each line ends with the Mulliken charge.
Element x y z (Å)
C: 1.52 -0.92 0.84  -0.998
C: 0.89 0.26 0.18  0.733
O: 1.43 1.27 -0.16  -0.429
O: -0.47 0.01 -0.02  -0.166
C: -1.16 1.11 -0.38  -0.354
N: -2.35 0.74 -0.86  -0.307
H: 1.07 -1.06 1.83  0.287
H: 1.31 -1.82 0.25  0.300
H: 2.59 -0.75 0.91  0.312
H: -2.24 1.41 -1.63  0.390
H: -2.58 -0.26 -0.97  0.234

18.
ORCA calculation (the ωB97M-V functional and the def2-TZVPD basis) on 2 unconnected molecules or ions with the total composition C3H5NO2 in a non-equilibrium geometry.

Computed properties:
charge: 0
max |F|: 0.02660 hartree/bohr
energy: -8776.2694 eV
HOMO-LUMO gap: 10.618 eV
energy above the lowest of the compared OMol25 structures with the same formula, charge and spin: 1.425 eV

Each line ends with the Mulliken charge.
Element x y z (Å)
O: 2.16 -0.94 -0.57  -0.477
C: 1.73 -0.16 0.25  0.093
C: 0.32 0.39 0.21  -0.451
N: -0.46 -0.02 -0.94  -0.523
C: -3.16 -0.30 0.22  0.135
O: -2.71 -0.27 1.26  -0.155
H: 2.35 0.17 1.11  0.338
H: -0.18 0.06 1.14  0.209
H: 0.36 1.48 0.28  0.346
H: -0.19 -0.96 -1.20  0.237
H: -0.22 0.56 -1.75  0.247

19.
ORCA calculation (the ωB97M-V functional and the def2-TZVPD basis) on 2 unconnected molecules or ions with the total composition C3H5NO2.

Computed properties:
charge: 0
max |F|: 0.01470 hartree/bohr
energy: -8774.6659 eV
HOMO-LUMO gap: 10.319 eV
energy above the lowest of the compared OMol25 structures with the same formula, charge and spin: 3.029 eV
structure (SMILES): [H]/N=C1\OCC1=O.[H][H]

Each line ends with the Mulliken charge.
Element x y z (Å)
H: -2.13 -0.33 -1.40  0.278
N: -1.62 0.30 -0.78  -0.596
C: -0.65 -0.28 -0.24  0.548
O: -0.18 -1.58 -0.34  -0.374
C: 0.92 -1.37 0.58  -0.229
C: 0.45 0.07 0.76  0.385
O: 0.79 1.03 1.39  -0.468
H: 1.89 -1.50 0.09  0.232
H: 0.84 -2.01 1.46  0.233
H: 0.00 2.93 -0.12  -0.089
H: -0.24 2.88 -0.82  0.081

20.
ORCA calculation (the ωB97M-V functional and the def2-TZVPD basis) on a molecular structure, C3H5NO2.

Computed properties:
charge: 0
max |F|: 0.01527 hartree/bohr
energy: -8772.2798 eV
HOMO-LUMO gap: 10.216 eV
energy above the lowest of the compared OMol25 structures with the same formula, charge and spin: 5.415 eV

Each line ends with the Mulliken charge.
Element x y z (Å)
N: 1.91 0.32 0.57  -0.476
C: 1.27 -0.25 -0.28  0.428
O: 0.62 -1.36 -0.57  -0.327
C: -0.70 -0.93 -0.04  -0.399
C: -0.66 0.65 -0.11  0.058
O: -0.30 1.37 0.90  -0.672
H: 1.16 1.16 0.85  0.381
H: 0.36 0.62 -0.89  0.067
H: -0.76 -1.25 1.00  0.259
H: -1.45 -1.40 -0.67  0.290
H: -1.43 1.07 -0.78  0.391